DFT (the ωB97M-V functional and the def2-TZVPD basis) results for a molecular structure, C31H33ClN2O2Si2Zn in a non-equilibrium geometry.

Structure (XYZ):
```
72
Properties=species:S:1:pos:R:3:forces:R:3
C -1.808 -0.428 5.326 -0.099 -0.161 -0.103
C -2.270 0.108 4.102 0.019 -0.592 -0.319
C -1.798 -0.734 3.044 -0.586 -0.569 1.201
H -2.941 0.960 3.993 0.177 -0.177 -0.035
C -1.008 -1.789 3.655 -1.142 0.218 0.378
C -1.050 -1.586 5.061 -0.282 0.027 -0.260
H -0.675 -2.272 5.818 0.157 0.213 -0.213
H -2.083 -0.083 6.322 0.145 0.071 -0.221
H -2.191 -0.796 2.033 0.315 0.211 0.165
H -0.657 -2.678 3.137 0.024 0.258 0.112
Zn 0.304 -0.117 2.879 -1.131 -0.021 -1.503
Si 0.690 0.218 0.325 -2.393 -0.229 4.633
C -0.413 1.741 0.106 0.240 0.394 -0.189
C 0.067 2.783 -0.707 -0.385 0.054 0.046
H 1.077 2.746 -1.099 -0.045 -0.097 -0.075
C -0.742 3.859 -1.064 -0.309 0.310 0.291
H -0.383 4.611 -1.766 0.017 -0.125 0.196
C -2.023 3.985 -0.522 0.257 -0.011 0.006
H -2.640 4.847 -0.757 0.083 -0.076 -0.068
C -2.501 3.016 0.360 0.163 -0.241 0.087
H -3.479 3.136 0.849 0.463 -0.122 -0.337
C -1.715 1.896 0.642 -0.227 -0.344 0.061
H -2.136 1.125 1.307 0.415 0.447 -0.404
C -0.186 -1.385 -0.177 0.719 0.064 -0.279
C -1.272 -1.401 -1.072 -0.310 0.009 0.118
H -1.603 -0.475 -1.547 -0.015 -0.163 0.271
C -1.974 -2.578 -1.359 0.191 -0.036 0.058
H -2.856 -2.546 -2.016 0.510 -0.002 0.300
C -1.555 -3.791 -0.806 -0.118 0.235 0.051
H -2.120 -4.698 -1.002 0.106 0.096 0.020
C -0.414 -3.826 0.003 0.062 0.291 -0.283
H -0.077 -4.790 0.413 -0.041 0.568 -0.189
C 0.283 -2.639 0.262 -0.174 -0.611 0.184
H 1.203 -2.714 0.845 -0.241 0.163 0.076
H 1.799 0.283 1.427 0.003 0.092 -1.660
Si 2.027 0.180 -3.241 0.763 -0.409 0.415
C 1.367 -1.428 -3.802 -0.536 -0.594 0.042
C 0.614 -1.389 -4.984 -0.065 -0.314 -0.032
H 0.352 -0.423 -5.427 0.172 -0.367 0.011
C 0.151 -2.568 -5.568 -0.037 -0.265 0.244
H -0.434 -2.519 -6.489 0.146 -0.072 0.277
C 0.406 -3.800 -4.949 0.119 0.375 0.093
H -0.001 -4.721 -5.381 0.263 0.349 0.157
C 1.142 -3.840 -3.753 -0.258 -0.030 -0.156
H 1.332 -4.799 -3.265 -0.117 0.331 -0.131
C 1.602 -2.661 -3.169 -0.055 0.015 -0.189
H 2.110 -2.697 -2.197 -0.118 0.020 -0.483
C 0.920 1.548 -3.773 0.407 0.847 -0.086
C -0.460 1.676 -3.585 -0.176 0.233 -0.203
H -0.969 1.090 -2.816 0.140 0.051 -0.449
C -1.186 2.614 -4.328 0.025 0.083 0.077
H -2.261 2.734 -4.137 0.518 -0.089 -0.160
C -0.545 3.422 -5.280 0.340 -0.233 0.180
H -1.126 4.137 -5.878 0.320 -0.396 0.282
C 0.853 3.336 -5.428 -0.407 0.319 0.138
H 1.372 3.978 -6.146 -0.214 -0.178 0.298
C 1.582 2.453 -4.632 -0.433 -0.179 -0.168
H 2.674 2.433 -4.681 -0.393 -0.035 -0.221
H 3.363 0.380 -3.842 -0.067 0.237 0.028
Cl 2.481 0.021 -1.141 1.923 0.069 -2.751
C 2.874 0.106 7.282 0.124 -0.466 -0.313
O 2.526 -0.809 6.200 0.489 0.227 0.244
C 1.856 -0.319 5.181 -0.819 -0.442 -2.112
O 1.721 -0.927 4.086 1.250 0.998 2.931
N 1.320 0.907 5.387 -0.885 1.649 -0.836
N 0.511 1.468 4.331 0.846 0.086 0.752
H 2.025 0.218 7.967 0.226 -0.073 -0.112
H 3.206 1.087 6.897 -0.024 -0.556 0.146
H 3.709 -0.403 7.754 -0.108 0.193 0.248
H 1.405 1.442 6.253 -0.173 -0.583 -0.701
H -0.362 1.858 4.691 -0.016 -0.728 0.124
H 0.993 2.228 3.846 0.261 -0.218 0.297
```
Positions in Å, forces in eV/Å.

Calculated values
Charge: 0
Gap between HOMO and LUMO (Ha): 0.1481
Relative energy (zero: lowest compared OMol25 entry of this formula, charge and spin) (kJ/mol): 183.7
Lowest unoccupied orbital energy (eV): -0.2
HOMO level (eV): -4.23
Spin multiplicity: 1